The following is a quantum chemistry calculation of a structure of composition C38H26MnN5O3PS2 in a non-equilibrium geometry, from the Open Molecules 2025 dataset.

```
76
Properties=species:S:1:pos:R:3:forces:R:3:lowdin_spin:R:1
Mn -0.284 0.421 0.273 0.8 -0.1 0.4 1.037
S -2.015 7.720 -0.543 0.4 -1.6 0.2 0.001
N -0.582 6.951 -0.678 0.0 0.3 -0.1 0.000
C -0.765 5.667 -0.409 -0.9 1.0 0.1 0.000
C 0.245 4.658 -0.391 -0.3 -1.5 0.2 -0.003
C 1.592 4.908 -0.603 0.6 -0.5 0.0 -0.005
C 2.476 3.844 -0.527 -0.6 0.6 -0.1 -0.002
C 1.992 2.560 -0.297 0.4 -0.2 -0.1 -0.005
N 0.710 2.273 -0.112 -1.1 0.9 0.4 -0.004
C -0.179 3.325 -0.110 2.6 0.6 -0.7 -0.007
C -1.506 3.028 0.238 -2.8 -0.7 0.7 -0.014
N -1.782 1.717 0.590 -0.2 1.7 -0.2 -0.009
C -2.995 1.468 1.081 0.3 -0.3 0.1 -0.013
C -4.016 2.400 1.164 0.1 1.0 -0.2 0.002
C -3.783 3.705 0.731 -0.4 -0.9 0.3 -0.015
C -2.517 4.036 0.288 1.0 -1.2 0.0 0.000
C -2.125 5.360 -0.087 0.3 1.1 -0.3 0.000
N -2.915 6.422 -0.131 -0.1 0.2 0.0 0.002
H 1.918 5.917 -0.805 0.0 0.1 0.0 0.000
H 3.536 3.988 -0.645 0.1 0.0 0.0 0.000
H 2.684 1.727 -0.240 -0.1 -0.3 0.0 0.000
H -3.154 0.457 1.445 0.0 0.2 -0.1 -0.001
H -4.975 2.113 1.569 0.0 -0.1 0.0 0.000
H -4.556 4.459 0.743 0.0 0.0 0.1 -0.001
O 3.242 -0.052 0.191 0.3 0.5 0.0 0.012
C 2.398 -0.934 0.071 0.5 -0.2 0.2 0.008
O 1.147 -0.709 -0.118 -0.3 -0.2 -0.7 0.053
C 2.863 -2.356 0.120 -0.1 0.0 -0.1 -0.001
C 4.110 -2.623 -0.428 0.2 -0.1 -0.1 0.000
C 4.666 -3.884 -0.348 0.2 0.1 -0.1 -0.001
C 3.970 -4.901 0.295 -0.1 0.0 0.0 0.000
C 2.726 -4.654 0.835 0.3 0.0 -0.2 -0.001
C 2.151 -3.382 0.754 -0.4 0.3 0.2 -0.002
S 0.597 -3.158 1.478 -0.7 -0.4 0.8 -0.013
H 4.637 -1.816 -0.917 0.1 0.0 0.0 0.000
H 5.640 -4.073 -0.774 0.1 0.0 -0.1 0.000
H 4.399 -5.887 0.375 0.1 -0.2 0.0 0.000
H 2.172 -5.432 1.336 -0.1 -0.1 0.1 0.000
O 1.255 0.426 2.755 0.0 -0.1 0.2 0.010
N -0.003 0.011 2.283 -0.6 0.1 -0.4 0.007
C -0.374 -1.089 2.858 1.4 0.8 -0.1 -0.012
C -1.677 -1.723 2.736 -0.9 -0.4 -0.3 0.000
C -2.174 -2.245 3.938 0.3 0.3 -0.3 -0.001
C -3.408 -2.852 4.017 -0.2 -0.1 -0.1 0.000
C -4.163 -3.004 2.864 0.1 0.0 0.2 -0.001
C -3.664 -2.553 1.655 -0.1 0.0 0.0 0.000
C -2.435 -1.903 1.556 0.1 0.1 0.1 0.002
P -1.814 -1.359 -0.096 0.1 -1.1 0.4 -0.007
C -1.404 -2.950 -0.933 0.1 0.2 -0.2 0.001
C -2.336 -3.981 -0.959 0.1 0.2 0.0 0.000
C -2.036 -5.181 -1.574 0.0 -0.1 0.0 0.000
C -0.804 -5.366 -2.178 0.0 0.0 0.0 0.000
C 0.115 -4.330 -2.195 0.0 0.1 -0.1 0.000
C -0.187 -3.124 -1.586 0.0 0.3 -0.1 -0.001
C -3.318 -0.980 -1.082 0.1 0.3 0.1 -0.006
C -3.098 -0.958 -2.460 0.0 0.1 0.0 -0.004
C -4.125 -0.666 -3.335 0.0 0.0 -0.1 0.000
C -5.406 -0.442 -2.854 0.0 0.1 0.1 -0.002
C -5.630 -0.441 -1.490 -0.1 0.1 0.0 -0.001
C -4.589 -0.671 -0.606 0.1 0.0 -0.1 -0.002
H 1.526 1.207 2.244 -0.4 -0.4 0.0 0.000
H 0.258 -1.470 3.658 -0.1 0.2 0.0 0.000
H -1.565 -2.145 4.824 0.0 0.0 0.1 0.000
H -3.779 -3.205 4.969 0.0 -0.1 0.0 0.000
H -5.135 -3.474 2.902 0.0 -0.1 0.0 0.000
H -4.266 -2.708 0.772 0.0 0.0 0.1 0.000
H -3.302 -3.854 -0.501 -0.1 -0.1 0.0 0.000
H -2.769 -5.973 -1.577 -0.1 -0.1 0.0 0.000
H -0.562 -6.311 -2.643 0.0 -0.1 0.0 0.000
H 1.075 -4.462 -2.678 0.0 0.0 0.0 0.000
H 0.529 -2.312 -1.597 0.0 -0.1 0.1 0.000
H -2.109 -1.179 -2.845 0.0 0.0 0.0 0.000
H -3.931 -0.618 -4.395 0.0 -0.1 -0.1 0.000
H -6.223 -0.247 -3.531 -0.1 0.0 -0.1 0.000
H -6.622 -0.260 -1.102 -0.1 0.1 0.0 0.000
H -4.788 -0.607 0.452 0.0 -0.1 0.1 0.000
```
Positions in Å, forces in eV/Å.

Properties
- Energy relative to the best compared isomer or geometry (same formula, charge and spin): 255.7 kJ/mol
- LUMO level (spin up / spin down): -1.6487 / -1.6022 eV
- HOMO-LUMO gap (spin up / spin down): 4.105 / 4.152 eV
- Spin multiplicity: 2
- Highest occupied orbital energy (spin up / spin down): -5.754 / -5.754 eV


The following is a quantum chemistry calculation of a structure of composition CH3ClN2O4 in a non-equilibrium geometry, from the Open Molecules 2025 dataset.

```
11
Properties=species:S:1:pos:R:3:forces:R:3:lowdin_charge:R:1
C -0.165 -0.880 -0.621 -3.1 0.5 3.3 -0.306
N 1.775 -1.655 0.325 -2.7 -0.4 1.6 -0.449
N 3.025 1.519 0.359 0.7 0.3 -0.6 -0.174
O 3.764 0.701 -0.149 0.7 2.1 -0.4 -0.160
O 2.120 1.320 1.089 -0.6 -0.1 0.8 0.033
O -0.027 0.491 -0.622 1.0 0.9 -1.2 -0.034
O 0.969 -1.715 -0.786 1.1 0.8 -0.4 -0.168
Cl 3.336 -1.433 0.092 0.6 -1.9 -0.9 0.904
H -0.779 -0.972 -1.483 -0.2 -1.2 -0.8 0.113
H -0.879 -1.102 0.350 2.2 -0.4 -2.1 0.180
H 0.134 0.972 0.185 0.2 -0.6 0.8 0.063
```
Positions in Å, forces in eV/Å.

Properties
- Energy relative to the best compared isomer or geometry (same formula, charge and spin): 351.9 kJ/mol
- LUMO level (spin up / spin down): -0.6919 / -1.8055 eV
- HOMO-LUMO gap (spin up / spin down): 9.324 / 7.299 eV
- Highest occupied orbital energy (spin up / spin down): -10.016 / -9.104 eV


The following is a quantum chemistry calculation of a structure of composition C24H38B4N2O11 in a non-equilibrium geometry, from the Open Molecules 2025 dataset.

```
79
Properties=species:S:1:pos:R:3:forces:R:3:lowdin_charge:R:1
C 0.571 5.378 3.646 -1.0 0.1 0.2 -0.108
C -0.704 5.853 2.877 1.2 -0.6 0.0 -0.250
C -0.584 5.395 1.413 -0.6 0.6 -0.3 -0.233
C -1.776 5.808 0.518 -0.2 -0.1 0.5 -0.193
C -3.183 5.432 1.077 -0.1 0.0 -0.7 -0.202
C -3.925 4.471 0.111 0.2 -0.4 1.4 -0.203
C -3.477 2.999 0.384 0.1 1.3 -0.8 -0.192
C -3.691 2.162 -0.877 -0.3 -1.0 0.1 -0.200
C -2.972 0.774 -0.858 -0.3 0.2 -0.4 -0.049
B -1.421 1.026 -0.915 -0.4 -0.2 0.7 -0.521
O -0.726 1.135 0.306 0.2 -0.7 -0.9 0.272
B 0.531 0.485 0.206 0.6 -0.1 0.4 -0.707
O 0.909 -0.381 1.188 1.2 3.9 0.3 0.067
C 0.336 0.026 2.443 0.7 -1.2 1.0 -0.198
C 1.079 -0.665 3.608 -0.9 1.1 0.0 -0.194
C 0.464 -0.074 4.927 0.6 -0.6 -0.6 -0.096
O 1.331 0.791 -0.885 -0.7 0.4 0.2 0.364
B 0.613 1.605 -1.756 1.2 -0.9 -0.5 -0.636
O 1.241 2.722 -2.254 -1.5 -0.1 0.1 0.359
B 0.435 3.820 -2.554 0.5 1.0 -0.1 -0.750
O 0.757 5.056 -1.990 -0.5 -0.5 0.3 0.170
O -0.624 3.788 -3.410 0.1 -0.3 0.0 0.221
O -0.683 1.196 -2.070 -0.1 0.7 0.4 0.342
H 1.440 5.282 2.986 -0.1 0.2 0.2 0.067
H 0.357 4.396 4.091 0.3 0.1 -0.1 0.065
H 0.755 6.077 4.472 0.3 -0.3 -0.2 0.066
H -0.760 6.949 2.933 -0.2 -0.3 -0.1 0.111
H -1.564 5.408 3.386 0.0 0.3 -0.2 0.094
H -0.436 4.306 1.333 0.0 0.2 0.3 0.109
H 0.322 5.880 1.013 -0.1 -0.2 0.0 0.105
H -1.780 6.896 0.361 0.3 -0.3 0.0 0.112
H -1.643 5.338 -0.469 0.0 0.2 0.2 0.091
H -3.124 4.971 2.071 0.0 0.1 -0.2 0.096
H -3.770 6.355 1.186 0.1 -0.2 0.1 0.104
H -3.683 4.777 -0.914 -0.4 -0.2 0.1 0.102
H -5.001 4.510 0.329 0.1 0.2 -0.5 0.108
H -4.045 2.631 1.249 0.2 -0.2 -0.3 0.124
H -2.424 3.068 0.699 -0.1 -0.4 -0.2 0.099
H -4.769 1.961 -0.992 0.2 0.2 0.0 0.117
H -3.391 2.686 -1.797 0.1 0.1 0.4 0.114
H -3.332 0.191 -1.721 0.2 0.2 0.1 0.112
H -3.292 0.214 0.032 0.3 0.2 -0.1 0.113
H 0.470 1.104 2.613 -0.3 -0.2 -0.3 0.132
H -0.722 -0.260 2.522 0.1 0.3 -0.3 0.132
H 2.132 -0.385 3.490 -0.1 -0.5 0.2 0.111
H 0.904 -1.745 3.609 0.4 0.2 -0.3 0.101
H 0.045 -0.898 5.515 0.1 0.4 0.1 0.066
H 1.252 0.434 5.494 -0.4 0.0 0.1 0.067
H -0.352 0.617 4.680 0.2 0.0 0.2 0.065
H 0.847 4.989 -1.030 0.5 0.1 -0.2 0.088
H -1.107 4.623 -3.397 0.2 -0.1 0.0 0.120
C -1.051 -6.715 -0.596 0.0 0.0 0.0 -0.065
C -0.313 -6.048 -1.565 -0.1 -0.1 0.1 -0.057
C 0.062 -4.728 -1.365 0.1 0.0 -0.2 0.002
C -0.305 -4.093 -0.192 0.1 -0.3 0.0 -0.129
C -1.047 -4.742 0.778 -0.1 0.0 0.3 -0.003
C -1.422 -6.061 0.572 0.1 0.0 -0.2 -0.066
N 0.115 -2.697 0.032 0.0 -0.3 0.0 -0.281
O 0.749 -2.158 -0.858 -0.2 0.1 -0.1 0.113
O -0.192 -2.172 1.077 -1.7 -2.5 -0.3 0.085
H -1.338 -7.747 -0.752 0.0 0.0 0.0 0.109
H -0.025 -6.557 -2.476 0.0 0.0 0.0 0.094
H 0.637 -4.212 -2.120 0.0 0.1 0.1 0.113
H -1.334 -4.236 1.690 0.1 0.1 -0.1 0.119
H -2.000 -6.581 1.324 0.0 0.0 0.0 0.107
C 5.422 -4.264 -2.945 0.0 0.0 0.0 -0.066
C 5.785 -5.512 -2.453 -0.1 0.1 -0.1 -0.064
C 4.936 -6.596 -2.614 0.2 -0.2 0.1 -0.004
C 3.732 -6.415 -3.272 0.2 0.2 0.0 -0.149
C 3.354 -5.177 -3.762 -0.2 0.2 -0.1 -0.010
C 4.206 -4.096 -3.595 0.1 -0.1 0.1 -0.060
N 2.839 -7.567 -3.465 -0.1 -0.1 0.0 -0.346
O 3.186 -8.637 -3.006 0.0 0.1 -0.1 0.082
O 1.801 -7.379 -4.075 0.1 0.0 0.1 0.057
H 6.089 -3.421 -2.822 0.0 0.0 0.0 0.109
H 6.732 -5.640 -1.946 0.0 0.0 0.0 0.109
H 5.221 -7.565 -2.230 -0.1 0.0 -0.1 0.119
H 2.410 -5.044 -4.271 0.0 -0.2 0.0 0.118
H 3.924 -3.123 -3.974 0.0 0.0 0.0 0.111
```
Positions in Å, forces in eV/Å.

Properties
- LUMO level: -0.5845 eV
- HOMO-LUMO gap: 9.043 eV
- Highest occupied orbital energy: -9.628 eV